Entry 1:
{
  "formula": "C19H26N4O2",
  "method": "wB97M-V/def2-TZVPD",
  "charge": 0,
  "mol_weight_da": 342.4,
  "total_energy_ha": -1109.11024,
  "e_above_lowest_kcal_mol": 60.0,
  "homo_ha": -0.295,
  "max_force_ev_per_a": 1.1,
  "symbols": ["C", "C", "N", "C", "C", "C", "C", "C", "N", "C", "O", "C", "N", "N", "C", "C", "C", "C", "C", "C", "C", "C", "C", "C", "O", "H", "H", "H", "H", "H", "H", "H", "H", "H", "H", "H", "H", "H", "H", "H", "H", "H", "H", "H", "H", "H", "H", "H", "H", "H", "H"],
  "positions_angstrom": [[2.31897, 0.84915, 2.92221], [3.79162, 1.24766, 2.86905], [4.38178, 1.01904, 1.56453], [5.81191, 0.79678, 1.59634], [6.66180, 1.98893, 2.05632], [3.93414, 1.92076, 0.51967], [2.80144, 1.30949, -0.31781], [3.17375, -0.09354, -0.79899], [2.04425, -0.77539, -1.38882], [1.22603, -1.54656, -0.66059], [1.40048, -1.85957, 0.49665], [0.00496, -2.05575, -1.46295], [-0.98241, -1.01091, -1.64323], [-1.99679, -1.04937, -0.80940], [-2.94528, -0.15437, -0.86884], [-4.03255, -0.27542, 0.10728], [-4.81472, 0.82011, 0.46737], [-5.83477, 0.67686, 1.38988], [-6.08894, -0.55681, 1.96483], [-5.30904, -1.64954, 1.62056], [-4.28815, -1.51148, 0.70125], [-2.91359, 0.85989, -1.86961], [-1.87426, 0.89203, -2.73703], [-0.80157, -0.06453, -2.64212], [0.19605, -0.09428, -3.35561], [1.99829, 0.77745, 3.95909], [2.17356, -0.11538, 2.44321], [1.69263, 1.58804, 2.42912], [3.89135, 2.30117, 3.18864], [4.34127, 0.62868, 3.58230], [6.12153, 0.49987, 0.59022], [5.99815, -0.05184, 2.26128], [6.48531, 2.85465, 1.42159], [7.71682, 1.73234, 2.00494], [6.42220, 2.25807, 3.08204], [3.59226, 2.88023, 0.93572], [4.77097, 2.13173, -0.15175], [2.59266, 1.96038, -1.17011], [1.89476, 1.22955, 0.27992], [3.97815, -0.04897, -1.53662], [3.50219, -0.67556, 0.06463], [1.72843, -0.47778, -2.30870], [-0.46670, -2.85869, -0.89650], [0.33225, -2.40049, -2.44667], [-4.61593, 1.79492, 0.04752], [-6.43225, 1.53409, 1.66360], [-6.88879, -0.66483, 2.68215], [-5.49973, -2.61217, 2.07124], [-3.67425, -2.35437, 0.42662], [-3.72307, 1.56848, -1.95031], [-1.79981, 1.62431, -3.52619]],
  "forces_ev_per_a": [[0.23, 0.10, 0.09], [-0.19, -0.06, 0.01], [0.05, 0.04, 0.11], [0.23, 0.15, 0.08], [-0.22, -0.27, -0.11], [-0.32, -0.11, -0.15], [0.30, -0.12, 0.05], [-0.08, 0.12, 0.28], [0.34, 0.32, -0.41], [-0.43, -0.27, -0.60], [0.01, -0.10, 0.50], [0.53, -0.33, 0.20], [0.03, 0.42, -0.55], [-0.79, 0.06, 0.73], [0.62, -0.18, -0.32], [-0.37, -0.12, 0.35], [0.16, -0.12, -0.11], [-0.12, 0.03, 0.07], [-0.04, 0.04, 0.03], [-0.01, -0.02, 0.04], [0.01, 0.10, -0.08], [0.43, -0.05, -0.29], [-0.30, 0.09, 0.19], [-0.10, -0.12, 0.11], [0.05, 0.08, -0.30], [-0.10, 0.04, 0.10], [-0.06, -0.11, -0.06], [-0.12, 0.05, -0.05], [0.08, -0.09, 0.04], [0.03, 0.07, 0.02], [0.04, -0.07, 0.05], [0.04, -0.02, -0.09], [0.02, 0.13, -0.05], [0.14, 0.03, 0.02], [0.01, 0.07, 0.11], [0.11, 0.02, -0.04], [0.04, 0.07, 0.05], [-0.09, 0.03, -0.02], [-0.07, 0.01, -0.01], [0.04, -0.03, 0.04], [0.05, 0.06, -0.18], [-0.08, -0.19, 0.19], [0.08, 0.16, -0.11], [-0.10, 0.02, 0.08], [0.02, 0.09, -0.05], [-0.04, 0.06, 0.02], [-0.06, -0.01, 0.06], [-0.01, -0.08, 0.02], [0.03, -0.09, -0.01], [-0.05, 0.07, -0.01], [0.02, 0.03, -0.05]],
  "nbo_charge": [-0.622, -0.205, -0.469, -0.194, -0.636, -0.217, -0.410, -0.237, -0.619, 0.662, -0.623, -0.311, -0.180, -0.174, 0.102, 0.008, -0.224, -0.206, -0.203, -0.203, -0.201, -0.164, -0.250, 0.583, -0.663, 0.208, 0.236, 0.194, 0.157, 0.193, 0.187, 0.192, 0.201, 0.211, 0.204, 0.182, 0.191, 0.199, 0.207, 0.191, 0.244, 0.433, 0.247, 0.233, 0.208, 0.215, 0.215, 0.216, 0.231, 0.226, 0.236]
}

=====

Entry 2:
{
  "formula": "C19H26N4O3",
  "method": "wB97M-V/def2-TZVPD",
  "charge": 0,
  "mol_weight_da": 358.4,
  "total_energy_ha": -1184.43482,
  "e_above_lowest_kcal_mol": 10.4,
  "homo_ha": -0.285,
  "max_force_ev_per_a": 0.9,
  "symbols": ["C", "C", "N", "C", "C", "C", "C", "N", "C", "O", "C", "O", "N", "C", "C", "C", "C", "C", "C", "C", "C", "O", "N", "C", "C", "C", "H", "H", "H", "H", "H", "H", "H", "H", "H", "H", "H", "H", "H", "H", "H", "H", "H", "H", "H", "H", "H", "H", "H", "H", "H", "H"],
  "positions_angstrom": [[-6.98078, 1.66195, 3.81708], [-5.49735, 1.85367, 3.47877], [-4.98620, 1.05797, 2.37805], [-5.10506, -0.38167, 2.53298], [-4.28063, -0.89775, 3.70775], [-5.35248, 1.56795, 1.06855], [-4.25668, 2.53005, 0.58116], [-2.98193, 1.86858, 0.66580], [-2.12653, 1.70286, -0.33837], [-2.22165, 2.16966, -1.46454], [-0.92102, 0.84028, 0.06072], [-0.82904, 0.34316, 1.16987], [-0.06566, 0.74635, -0.97190], [1.15525, 0.08073, -1.08213], [1.68553, -0.64047, -0.01212], [2.90051, -1.29756, -0.13707], [3.54034, -1.19762, -1.35852], [3.03896, -0.47067, -2.43657], [1.83209, 0.17575, -2.30559], [4.03261, -0.58388, -3.54954], [5.14068, -1.45462, -2.94810], [6.16822, -1.80991, -3.47587], [4.75668, -1.76800, -1.67627], [5.44835, -2.57786, -0.70411], [5.10178, -2.07753, 0.70013], [3.58676, -2.08777, 0.93975], [-7.27736, 2.38523, 4.57203], [-7.60360, 1.80948, 2.93722], [-7.16612, 0.66505, 4.20846], [-4.89690, 1.62955, 4.36349], [-5.32253, 2.90195, 3.22420], [-6.15195, -0.71039, 2.64252], [-4.71149, -0.83535, 1.61938], [-3.26223, -0.52422, 3.63910], [-4.70518, -0.59233, 4.66014], [-4.25442, -1.98417, 3.68099], [-5.42443, 0.73976, 0.36055], [-6.31657, 2.09268, 1.06863], [-4.41993, 2.82337, -0.45762], [-4.23962, 3.42761, 1.20816], [-2.79550, 1.36802, 1.52896], [-0.38975, 1.25764, -1.79297], [1.13974, -0.67811, 0.91612], [1.40740, 0.74915, -3.11598], [4.44141, 0.37959, -3.85773], [3.62601, -1.06718, -4.43939], [6.52143, -2.51111, -0.90046], [5.14246, -3.62588, -0.81628], [5.60219, -2.70693, 1.43631], [5.47262, -1.05666, 0.81383], [3.35629, -1.66955, 1.92050], [3.21881, -3.11818, 0.92496]],
  "forces_ev_per_a": [[0.33, 0.00, -0.13], [-0.12, 0.03, 0.16], [0.03, -0.12, -0.14], [0.11, -0.13, 0.13], [-0.23, 0.04, -0.22], [0.26, 0.29, -0.10], [-0.32, -0.01, -0.17], [0.08, -0.24, 0.32], [-0.15, 0.22, -0.01], [-0.06, 0.03, -0.10], [0.15, -0.11, -0.06], [0.06, -0.04, 0.00], [-0.43, 0.42, -0.40], [0.35, -0.29, 0.25], [-0.11, 0.08, -0.06], [0.22, -0.01, -0.41], [-0.77, 0.43, 0.05], [-0.09, -0.10, 0.32], [0.07, -0.13, 0.19], [-0.04, 0.09, -0.13], [0.18, 0.01, -0.25], [0.13, -0.04, -0.11], [0.15, -0.12, 0.18], [0.33, -0.15, 0.11], [-0.10, -0.15, -0.05], [0.08, 0.02, 0.06], [-0.08, 0.05, 0.09], [-0.12, 0.00, -0.05], [-0.08, -0.10, 0.05], [-0.01, 0.14, 0.01], [0.06, 0.00, 0.09], [0.05, -0.02, -0.08], [-0.10, 0.02, 0.03], [0.13, 0.03, 0.01], [-0.01, 0.01, 0.15], [0.01, -0.11, 0.07], [-0.02, 0.03, 0.03], [-0.01, -0.06, -0.03], [-0.01, 0.06, 0.11], [-0.05, -0.01, -0.10], [0.07, 0.03, -0.13], [-0.02, -0.10, 0.28], [-0.05, 0.01, 0.07], [-0.06, 0.08, -0.11], [0.07, -0.04, -0.01], [0.07, -0.03, -0.01], [-0.13, -0.05, -0.01], [0.09, 0.06, 0.02], [0.04, 0.03, -0.01], [0.06, 0.00, 0.04], [-0.03, -0.05, 0.01], [0.01, -0.01, 0.08]],
  "nbo_charge": [-0.637, -0.210, -0.481, -0.206, -0.618, -0.215, -0.229, -0.587, 0.588, -0.646, 0.581, -0.620, -0.572, 0.113, -0.181, -0.068, 0.206, -0.039, -0.215, -0.517, 0.694, -0.599, -0.442, -0.211, -0.399, -0.423, 0.216, 0.203, 0.204, 0.198, 0.192, 0.164, 0.198, 0.217, 0.199, 0.215, 0.203, 0.184, 0.229, 0.192, 0.438, 0.434, 0.244, 0.213, 0.250, 0.250, 0.232, 0.193, 0.219, 0.208, 0.225, 0.214]
}

=====

Entry 3:
{
  "formula": "C19H26N4PbSSb2Se4",
  "method": "wB97M-V/def2-TZVPD",
  "charge": -2,
  "mol_weight_da": 1109.1,
  "total_energy_ha": -11635.98138,
  "e_above_lowest_kcal_mol": 6.4,
  "homo_ha": -0.017,
  "max_force_ev_per_a": 2.6,
  "symbols": ["Pb", "N", "C", "S", "N", "N", "C", "C", "C", "C", "C", "C", "C", "C", "C", "C", "C", "C", "N", "H", "H", "H", "H", "H", "H", "H", "H", "H", "H", "H", "Se", "Sb", "Se", "Se", "Se", "C", "C", "Sb", "C", "C", "C", "C", "H", "H", "H", "H", "H", "H", "H", "H", "H", "H", "H", "H", "H", "H", "H"],
  "positions_angstrom": [[0.08996, -0.88468, 0.19396], [-1.16955, 2.95050, 2.70342], [-1.08545, 1.72698, 2.14427], [0.27400, 0.76026, 2.58173], [-2.09216, 1.43356, 1.29619], [-2.06834, 0.25496, 0.66784], [-3.20687, -0.23752, 0.25319], [-4.53679, 0.32311, 0.64835], [-5.53971, -0.50050, 1.16610], [-6.76402, 0.02868, 1.56102], [-6.99026, 1.40090, 1.39828], [-6.04990, 2.22512, 0.75298], [-4.82700, 1.68746, 0.39464], [-3.14573, -1.45987, -0.51754], [-4.29381, -1.96949, -1.21363], [-4.11170, -3.00208, -2.11763], [-2.83645, -3.51691, -2.34302], [-1.80406, -3.06238, -1.57574], [-1.95783, -2.07546, -0.66631], [-0.40252, 3.29910, 3.29210], [-1.80059, 3.63325, 2.27623], [-5.34855, -1.56307, 1.27579], [-7.51889, -0.58179, 2.03790], [-7.91714, 1.80392, 1.74499], [-6.23759, 3.28682, 0.54750], [-4.04469, 2.33396, 0.02265], [-5.27060, -1.52943, -1.00654], [-4.98764, -3.45477, -2.59171], [-2.59441, -4.18561, -3.15652], [-0.78644, -3.42802, -1.72080], [3.77560, -2.44806, -3.12253], [0.96711, -0.64852, -3.56671], [-0.01053, 1.05291, -2.01469], [1.73058, -2.71391, -2.07478], [-1.10471, -1.85667, -4.47953], [4.73119, -2.15454, 1.33620], [5.03271, -1.22132, 0.17216], [3.36445, 0.23061, 0.03295], [3.90334, 1.59810, -1.60487], [5.28002, 1.24634, -2.12787], [3.78596, 1.58379, 1.73004], [5.27910, 1.98655, 1.87344], [5.63485, -2.74499, 1.52706], [3.92253, -2.87365, 1.05644], [4.44680, -1.64837, 2.27200], [5.00980, -1.71364, -0.79925], [5.95350, -0.64342, 0.25958], [3.81318, 2.57624, -1.15286], [3.09466, 1.43516, -2.32723], [6.08850, 1.35724, -1.40013], [5.51423, 1.90924, -2.97925], [5.29518, 0.22257, -2.50012], [3.37314, 1.08682, 2.59677], [3.11765, 2.39012, 1.44599], [5.89311, 1.16843, 2.19824], [5.37961, 2.74805, 2.64330], [5.75318, 2.37795, 0.95593]],
  "forces_ev_per_a": [[0.82, 0.35, -0.90], [-0.01, 1.62, 0.61], [-0.45, -1.23, -1.43], [-0.32, 0.16, 0.17], [0.47, 1.08, 1.48], [-0.84, -0.29, -0.11], [0.66, 0.62, 1.45], [-0.16, 0.76, -0.86], [0.22, 0.08, 0.14], [0.40, 1.02, -0.05], [0.38, -0.28, -0.54], [-0.25, -0.36, 0.34], [0.23, -0.59, 0.57], [-0.93, -1.67, -1.82], [1.07, 0.62, 0.87], [-0.20, -0.58, 0.24], [-0.84, -0.11, -0.42], [0.52, 1.21, 0.98], [-0.37, -0.29, -0.53], [-0.69, -0.55, -0.79], [0.37, -0.58, 0.29], [0.04, 0.10, 0.10], [0.02, -0.10, -0.06], [-0.49, 0.31, 0.10], [-0.08, -0.49, 0.25], [-0.01, -0.18, -0.23], [0.35, -0.21, -0.37], [0.35, 0.33, -0.15], [-0.24, -0.20, 0.10], [-0.27, 0.01, 0.07], [1.03, -0.15, -0.21], [-0.71, -1.49, -0.88], [-0.41, 0.01, 1.45], [-0.41, 0.35, 0.19], [0.57, 0.70, -0.10], [0.00, -0.64, -0.31], [-0.81, 1.33, -0.06], [-0.24, -0.40, -0.04], [-0.11, -1.24, 0.96], [0.11, 0.61, -0.81], [1.14, -0.56, -1.32], [-0.89, 0.51, -0.11], [-0.14, -0.14, 0.25], [0.50, 0.62, 0.23], [0.07, -0.05, -0.26], [0.02, -0.17, 0.05], [0.18, -0.19, 0.23], [0.05, 0.43, -0.11], [0.32, 0.18, 0.07], [-0.15, 0.04, 0.13], [0.16, -0.21, 0.11], [-0.03, -0.09, -0.02], [0.05, 0.05, 0.35], [0.06, 0.41, 0.26], [0.21, -0.68, 0.11], [0.14, 0.33, 0.15], [-0.47, -0.13, 0.19]],
  "nbo_charge": [1.017, -0.809, 0.295, -0.405, -0.470, -0.244, 0.144, -0.068, -0.146, -0.253, -0.222, -0.232, -0.155, 0.170, -0.245, -0.177, -0.221, 0.089, -0.521, 0.400, 0.388, 0.209, 0.202, 0.194, 0.206, 0.242, 0.216, 0.201, 0.244, 0.240, -0.726, 0.777, -0.902, -0.490, -1.013, -0.633, -0.758, 1.065, -0.722, -0.639, -0.760, -0.623, 0.190, 0.225, 0.188, 0.275, 0.189, 0.198, 0.248, 0.182, 0.185, 0.245, 0.217, 0.215, 0.197, 0.182, 0.199]
}

=====

Entry 4:
{
  "formula": "C19H26N5O5",
  "method": "wB97M-V/def2-TZVPD",
  "charge": 1,
  "mol_weight_da": 404.4,
  "total_energy_ha": -1389.46555,
  "homo_ha": -0.436,
  "max_force_ev_per_a": 2.4,
  "symbols": ["O", "O", "O", "O", "O", "C", "C", "C", "C", "C", "C", "C", "C", "C", "C", "C", "C", "C", "N", "N", "N", "N", "N", "C", "C", "C", "C", "C", "C", "H", "H", "H", "H", "H", "H", "H", "H", "H", "H", "H", "H", "H", "H", "H", "H", "H", "H", "H", "H", "H", "H", "H", "H", "H", "H"],
  "positions_angstrom": [[-3.66232, -0.04475, -0.73900], [6.70331, 0.72104, -1.38755], [-2.18494, 0.41615, 2.43623], [2.90451, 2.65643, 1.40492], [-3.63635, 1.97663, 1.65832], [-3.83054, -1.23093, -0.46478], [5.72399, 1.21750, -0.85984], [-3.32950, 0.79245, 2.25137], [3.42740, 1.55829, 1.28149], [0.29134, 1.39900, 0.33240], [0.96587, 1.64501, -0.83555], [-1.15262, 2.23927, -1.12508], [-2.04668, -4.33334, -2.85958], [-1.64994, -3.00413, -3.02013], [-3.03336, -4.65423, -1.92557], [-2.23728, -1.99765, -2.24475], [-3.61880, -3.64975, -1.14714], [-3.22607, -2.30080, -1.28756], [-1.02244, 1.77582, 0.13142], [4.09350, 1.03185, 2.31433], [-4.57763, -1.54950, 0.65738], [4.64522, 0.45521, -0.65257], [0.05045, 2.17453, -1.73130], [5.76047, 2.67885, -0.45476], [4.74697, -0.27763, 2.39502], [-4.46578, -0.12615, 2.67889], [-5.30994, -0.59910, 1.48931], [2.43822, 1.43974, -1.14289], [3.33324, 0.79334, -0.06054], [-4.60067, 2.06205, 1.60961], [0.69587, 1.00410, 1.25659], [-2.08765, 2.56565, -1.57314], [-1.59474, -5.11531, -3.46451], [-0.88839, -2.75510, -3.75376], [-3.34756, -5.68821, -1.80864], [-1.91989, -0.96907, -2.38877], [-4.39144, -3.94338, -0.44362], [-1.77975, 1.65486, 0.81264], [4.12766, 1.62000, 3.13512], [-4.65684, -2.53854, 0.87594], [4.78006, -0.49460, -0.96762], [0.25732, 2.46575, -2.67912], [5.81646, 2.75995, 0.62802], [4.88653, 3.20484, -0.82658], [6.65283, 3.13542, -0.88263], [5.67482, -0.27453, 1.81779], [4.08774, -1.06325, 2.02066], [4.99294, -0.50230, 3.43534], [-5.10106, 0.41568, 3.38443], [-4.05440, -0.99251, 3.20595], [-6.21210, -1.09196, 1.86908], [-5.64925, 0.25452, 0.89105], [2.85286, 2.41532, -1.39845], [2.49667, 0.82328, -2.04159], [2.86170, -0.15582, 0.19370]],
  "forces_ev_per_a": [[0.14, -0.02, -0.06], [-0.06, -0.20, 0.02], [-0.79, 1.52, -0.85], [-0.32, 0.01, -0.48], [0.26, -0.66, 0.54], [-0.55, 1.42, 1.04], [2.00, 1.19, -0.54], [0.48, -1.74, 0.78], [-0.15, 1.18, -0.41], [0.24, 0.14, -0.80], [0.67, -0.37, 1.09], [-0.04, -0.31, 0.63], [-0.16, 0.23, 0.18], [-0.40, 0.03, 0.39], [0.04, 0.37, 0.03], [-0.09, -0.23, 0.10], [0.45, 0.13, -0.36], [0.21, -1.45, -0.38], [0.36, 0.25, -1.26], [0.51, -1.14, 0.39], [0.31, -0.91, -0.89], [-2.16, -0.72, 0.87], [-0.46, -0.27, 0.93], [-0.19, -0.30, -0.12], [0.10, 0.25, -0.23], [-0.30, 0.49, -0.10], [0.14, -0.18, -0.14], [-0.54, 0.70, 0.04], [0.31, -0.45, -0.24], [0.19, 0.11, -0.15], [-0.45, 0.20, -0.14], [0.37, -0.11, 0.14], [-0.08, 0.13, 0.11], [-0.13, 0.02, 0.13], [0.02, 0.21, 0.01], [-0.16, -0.09, 0.13], [0.05, 0.06, -0.10], [0.37, 0.07, -0.34], [-0.10, 0.05, -0.18], [-0.09, 0.54, 0.08], [-0.04, 0.01, 0.02], [-0.17, -0.03, 0.20], [-0.16, 0.13, 0.12], [-0.17, 0.18, 0.20], [-0.10, -0.23, 0.02], [-0.07, -0.15, 0.06], [0.08, 0.01, 0.04], [-0.15, 0.12, -0.17], [-0.10, 0.04, 0.00], [0.12, 0.34, -0.16], [0.23, 0.03, -0.11], [0.14, -0.27, -0.13], [0.09, 0.06, -0.02], [0.21, -0.10, 0.05], [0.10, -0.29, 0.02]],
  "nbo_charge": [-0.669, -0.602, -0.591, -0.629, -0.684, 0.657, 0.670, 0.807, 0.656, -0.039, 0.151, 0.256, -0.176, -0.217, -0.210, -0.171, -0.184, -0.103, -0.451, -0.600, -0.619, -0.625, -0.472, -0.717, -0.420, -0.531, -0.212, -0.428, -0.127, 0.507, 0.262, 0.258, 0.228, 0.222, 0.228, 0.219, 0.203, 0.481, 0.420, 0.402, 0.417, 0.451, 0.238, 0.218, 0.259, 0.214, 0.197, 0.228, 0.238, 0.252, 0.227, 0.212, 0.243, 0.237, 0.225]
}